1.
C30H53ClINO16P2SSb | ωB97M-V with the def2-TZVPD basis set

E_LUMO: 1.97 eV
Net charge: -1
Orbital gap: 0.193 Eh

```
106
Properties=species:S:1:pos:R:3:mulliken_charge:R:1
N 5.17424 0.28602 -3.10656 -0.462
C 4.70127 -0.34962 -1.85759 -0.441
C 3.25564 -0.05096 -1.47267 -0.910
Sb 1.79629 0.35862 -3.09836 0.467
S 0.02506 0.79151 -4.90029 -0.489
P 1.69588 -2.11507 -3.93882 0.022
O 3.10436 -2.74084 -3.36265 -0.323
Cl 0.24979 -3.21941 -2.90586 -0.335
P -0.06781 0.21151 -1.21840 0.150
O 0.31281 -1.07153 -0.23366 -0.417
I -2.31929 -0.37224 -2.10616 -0.339
H 5.43980 -0.42381 -3.78292 0.134
H 6.03192 0.79576 -2.92747 0.249
H 5.33975 0.00018 -1.05945 0.291
H 4.85349 -1.41854 -1.89270 0.182
H 2.87148 -0.90192 -0.92575 0.110
H 3.22502 0.80005 -0.80574 0.650
H 1.81322 2.06175 -2.74016 -0.060
H 2.97399 0.57086 -4.33388 -0.009
H 0.09926 2.09904 -5.03576 0.046
H 2.92365 -3.49820 -2.77416 0.243
H 0.60362 -0.67936 0.60983 0.262
O 4.30948 -3.57532 -0.08267 -0.588
C 3.51581 -4.39791 0.27085 0.363
O 2.60480 -4.93464 -0.57227 -0.294
C 1.70300 -5.79781 0.13782 -0.258
C 2.45690 -6.20879 1.40282 -0.622
C 3.31472 -4.96740 1.66771 -0.314
H 0.79514 -5.23290 0.35628 0.081
H 1.44956 -6.63452 -0.50664 0.331
H 1.79635 -6.48177 2.22229 0.338
H 3.10024 -7.06281 1.18943 0.273
H 2.79077 -4.22126 2.26605 0.254
H 4.27269 -5.18565 2.12868 0.327
O -2.57203 -1.22616 3.02668 -0.617
C -2.98058 -2.10079 2.31952 0.578
O -4.24992 -2.57484 2.44836 -0.392
C -4.46269 -3.68666 1.55745 -0.464
C -3.40934 -3.52775 0.46613 -0.502
C -2.25668 -2.86788 1.22416 0.334
H -4.33752 -4.61086 2.12754 0.241
H -5.48324 -3.64146 1.18676 0.361
H -3.14417 -4.46636 -0.01521 0.337
H -3.77058 -2.84540 -0.30176 0.167
H -1.59738 -3.60171 1.69223 0.171
H -1.67608 -2.20024 0.59283 -0.248
O -0.17010 3.04774 0.26653 -0.493
C -1.24516 3.17971 0.76286 0.444
O -1.77199 4.38934 1.11702 -0.433
C -3.02893 4.19093 1.79889 -0.101
C -3.52905 2.82315 1.34555 -0.298
C -2.21786 2.06998 1.13560 0.714
H -2.84662 4.23303 2.86992 0.096
H -3.70207 5.00299 1.52831 0.134
H -4.19943 2.35734 2.06447 0.155
H -4.06154 2.91775 0.39845 0.244
H -1.86400 1.59347 2.05237 0.109
H -2.26036 1.33224 0.33985 -0.577
O -3.30542 4.55301 5.17308 -0.602
C -3.84108 3.50799 5.39700 0.557
O -4.68712 2.93585 4.50713 -0.306
C -5.25794 1.72980 5.04809 -0.377
C -4.28628 1.28521 6.13871 -0.458
C -3.73612 2.62844 6.63401 -0.472
H -6.24693 1.96874 5.44514 0.254
H -5.36517 1.00741 4.24405 0.312
H -4.75810 0.67970 6.90853 0.386
H -3.48191 0.69980 5.69499 0.162
H -4.35134 3.06954 7.41957 0.259
H -2.70536 2.57409 6.96922 0.311
O 5.23764 -1.66030 5.43211 -0.619
C 5.53036 -1.43395 4.29274 0.483
O 5.22590 -2.28177 3.29015 -0.305
C 5.78623 -1.81729 2.03582 0.375
C 5.99889 -0.31817 2.23472 -0.483
C 6.29266 -0.23888 3.73662 -0.490
H 6.72402 -2.34948 1.86467 0.177
H 5.10218 -2.05315 1.23135 -0.297
H 6.78169 0.08789 1.59967 0.410
H 5.07534 0.21557 2.01092 0.254
H 7.35167 -0.37889 3.95947 0.248
H 5.94388 0.67830 4.20122 0.312
O -5.47942 4.38184 -1.28968 -0.558
C -6.05188 5.26798 -0.73665 0.540
O -6.04786 6.54628 -1.20171 -0.368
C -6.71737 7.42010 -0.28061 -0.442
C -7.63915 6.51624 0.53870 -0.516
C -6.84382 5.20801 0.56458 -0.154
H -5.96303 7.91033 0.33798 0.261
H -7.24960 8.17721 -0.84996 0.312
H -7.87176 6.92179 1.52061 0.333
H -8.57780 6.36600 0.00500 0.266
H -6.13483 5.17187 1.39316 0.015
H -7.46657 4.31945 0.58404 0.336
O 5.89775 -1.64672 -6.14643 -0.615
C 5.01987 -1.38298 -6.91796 0.572
O 4.70604 -0.11937 -7.26134 -0.346
C 3.53827 -0.10291 -8.10590 -0.282
C 3.48707 -1.49592 -8.73713 -0.525
C 4.08828 -2.35870 -7.62245 -0.254
H 2.66689 0.10837 -7.48336 0.171
H 3.65518 0.69538 -8.83412 0.299
H 2.48476 -1.79023 -9.03883 0.354
H 4.12871 -1.52781 -9.61972 0.255
H 3.32314 -2.68025 -6.91271 0.067
H 4.64394 -3.21593 -7.99011 0.319
```

---

2.
C30H53CsN8O3S | ωB97M-V with the def2-TZVPD basis set

Energy above the lowest of the compared OMol25 structures with the same formula, charge and spin: 1.3336 eV
E_LUMO: -0.37 eV
Net charge: 0
Orbital gap: 0.271 Eh

```
96
Properties=species:S:1:pos:R:3:mulliken_charge:R:1
Cs 2.26410 -0.31971 -0.88107 1.351
C 0.23531 4.08879 -1.12947 -0.601
C 0.77560 3.01843 -0.17509 1.064
N 1.68795 3.43427 0.87617 -0.310
C 1.09482 4.31395 1.87774 -1.055
C -0.28862 3.87156 2.34235 -0.606
N -0.34303 2.49154 2.78850 0.117
C -1.58053 2.16611 3.48225 -0.662
C -2.77708 1.93514 2.55554 -0.753
C -2.65356 0.71752 1.63188 0.444
N -2.08798 1.04307 0.33307 0.297
C -3.03798 1.54414 -0.64085 -0.944
C -2.42999 1.60252 -2.04202 -0.289
N -1.11283 2.20549 -2.06170 0.810
C -1.08745 3.62757 -1.75488 -0.959
H 0.97935 4.31532 -1.89835 0.355
H 0.04833 5.02735 -0.59775 0.350
H 1.24943 2.25376 -0.78602 -0.769
H -0.06030 2.50604 0.29849 -0.436
H 2.51784 3.87011 0.49475 0.303
H 0.98858 5.35384 1.53530 0.367
H 1.76938 4.33927 2.73993 0.434
H -1.00945 3.99794 1.52775 0.167
H -0.60048 4.56987 3.13687 0.486
H 0.46339 2.28123 3.36301 0.228
H -1.85649 2.95335 4.20491 0.439
H -1.41585 1.25680 4.06204 -0.018
H -2.96030 2.82807 1.95093 0.314
H -3.65887 1.81575 3.19130 0.466
H -3.64397 0.24373 1.52821 0.425
H -2.00419 -0.02130 2.10835 -0.811
H -1.57357 0.26467 -0.05866 -0.100
H -3.37618 2.53620 -0.32402 0.480
H -3.94835 0.92265 -0.70063 0.385
H -3.15802 2.10990 -2.69835 0.242
H -2.31505 0.58617 -2.42215 -0.332
H -0.61309 1.94732 -2.90415 -0.334
H -1.87059 3.79933 -1.01214 0.399
H -1.34717 4.25760 -2.61916 0.366
C -1.04972 -1.62631 -3.69872 -1.010
N -0.71475 -0.34967 -4.31402 0.588
C -1.76244 0.02804 -5.24835 -1.281
C 0.58647 -0.42143 -4.97352 -0.584
C 1.16679 0.96020 -5.25678 -1.212
N 1.98031 1.46210 -4.15323 0.688
C 3.31562 0.88073 -4.20320 -1.233
C 2.07523 2.91070 -4.19729 -1.292
H -1.10275 -2.44076 -4.44124 0.343
H -2.02778 -1.55577 -3.21637 0.402
H -0.31086 -1.89566 -2.94437 0.065
H -1.88213 -0.71382 -6.05625 0.401
H -1.55147 0.99401 -5.70662 0.335
H -2.71336 0.11208 -4.72017 0.374
H 0.51369 -1.00495 -5.90732 0.278
H 1.27184 -0.96171 -4.31508 0.167
H 0.35248 1.66681 -5.41927 0.478
H 1.75546 0.94115 -6.18922 0.491
H 3.84311 1.16234 -5.12988 0.316
H 3.27428 -0.20617 -4.14267 0.360
H 3.90896 1.24089 -3.36019 0.320
H 2.54723 3.27509 -5.12589 0.422
H 2.67217 3.26642 -3.35541 0.356
H 1.08096 3.35534 -4.12353 0.282
C -0.27308 -1.29847 4.59543 -0.621
O 0.06909 -2.67884 4.57682 -0.410
C -0.88873 -3.51617 4.07898 0.249
C -1.58699 -4.30296 4.98484 -0.376
C -2.55194 -5.19842 4.55943 -0.556
C -2.82215 -5.32162 3.20439 -0.645
C -2.10621 -4.57142 2.29040 -0.771
C -1.12191 -3.67549 2.70548 0.373
N -0.45922 -2.93512 1.69981 0.572
C 0.81210 -2.52787 1.57529 0.843
C 1.95873 -2.95071 2.20792 0.183
C 2.05603 -4.15897 2.97293 -0.496
C 3.25897 -4.63819 3.35851 -0.866
C 4.44884 -3.92222 3.01211 -0.381
C 4.41626 -2.76937 2.30342 -0.705
C 3.16119 -2.18907 1.88385 0.739
O 3.10569 -1.09089 1.28795 -0.931
H 0.60455 -0.76985 4.96038 0.362
H -1.11712 -1.12886 5.26974 0.410
H -0.52307 -0.92206 3.60277 -0.058
H -1.35745 -4.17711 6.03542 0.469
H -3.09410 -5.79301 5.28284 0.404
H -3.57674 -6.01401 2.85582 0.404
H -2.28460 -4.68965 1.22764 0.492
H -1.01961 -2.74668 0.88131 0.306
H 0.92049 -1.80456 0.77648 -1.004
H 1.15598 -4.71428 3.19986 0.415
H 3.33384 -5.56497 3.91057 0.426
H 5.40512 -4.32321 3.32812 0.376
H 5.31866 -2.22967 2.04694 0.467
O 3.06516 -2.08315 -2.50253 -0.754
S 2.22907 -3.22221 -1.99100 0.240
N 0.97071 -2.90590 -1.30617 -0.516
```

---

3.
C30H53GeMnN6O5P2 | ωB97M-V with the def2-TZVPD basis set

2S+1: 5
Energy above the lowest of the compared OMol25 structures with the same formula, charge and spin: 1.7611 eV
E_LUMO (spin up / spin down): -7.21 / -6.53 eV
Net charge: +2
Orbital gap (spin up / spin down): 0.246 / 0.274 Eh

```
98
Properties=species:S:1:pos:R:3:lowdin_spin:R:1
Mn 0.97501 0.49092 -2.02210 3.818
O 2.70895 0.42584 -2.45960 0.035
C 3.77397 1.17453 -2.23486 0.008
C 5.02201 0.77147 -2.71382 0.002
C 6.14181 1.52690 -2.44552 0.007
C 6.05899 2.70620 -1.68872 0.005
C 4.84074 3.13466 -1.23988 0.007
C 3.67066 2.39452 -1.51455 0.006
C 2.40666 2.85897 -1.09311 0.019
N 1.29945 2.18118 -1.20010 -0.041
N 0.11394 2.79852 -0.71634 0.002
C -0.92937 2.34844 -1.45916 0.008
O -0.74813 1.38488 -2.26883 0.044
C -2.23164 2.98333 -1.33257 0.000
C -3.37064 2.23646 -1.64653 0.000
C -4.62110 2.81272 -1.53297 0.000
C -4.74048 4.13573 -1.12153 0.000
C -3.60701 4.89028 -0.84283 0.000
C -2.35276 4.31795 -0.93951 0.000
H 5.07570 -0.14281 -3.28939 0.000
H 7.10435 1.19529 -2.81128 0.000
H 6.95429 3.26739 -1.46393 0.000
H 4.76277 4.04312 -0.65452 0.000
H 2.32779 3.86156 -0.68119 -0.003
H -3.25898 1.20679 -1.95456 0.000
H -5.50415 2.23482 -1.76859 0.000
H -5.72107 4.58310 -1.02971 0.000
H -3.70486 5.92815 -0.55542 0.000
H -1.46384 4.90601 -0.75093 0.000
C -2.93893 -1.49964 1.43471 0.000
N -3.02267 -2.12153 0.11461 0.001
C -3.92156 -3.26711 0.04288 0.000
P -1.84450 -1.81771 -0.97275 0.002
O -1.28379 -0.45909 -0.82322 0.017
O -0.69468 -2.97962 -0.63993 0.001
P 0.80984 -2.85243 -1.16498 0.008
O 1.14224 -1.48980 -1.68145 0.046
N 0.97493 -3.93889 -2.37699 0.002
C 1.42522 -3.57967 -3.71796 0.000
C 0.82326 -5.36661 -2.12238 0.001
N 1.65645 -3.15841 0.20120 0.000
C 1.27320 -4.19449 1.15884 0.000
C 3.07376 -2.79524 0.21962 0.000
N -2.26818 -2.23044 -2.49617 0.000
C -2.48530 -3.60572 -2.93428 0.000
C -2.44421 -1.22096 -3.53262 0.000
H -3.93452 -1.17008 1.73501 0.000
H -2.27518 -0.63997 1.39449 0.000
H -2.56610 -2.20173 2.18692 0.000
H -4.87782 -2.98998 0.48649 0.000
H -3.53019 -4.13089 0.58877 0.000
H -4.10076 -3.54920 -0.99014 0.000
H 1.57002 -2.50681 -3.78482 0.000
H 0.68358 -3.88368 -4.46085 0.000
H 2.36898 -4.07644 -3.95294 0.000
H 0.46329 -5.53246 -1.10785 0.000
H 1.77371 -5.88893 -2.24996 0.000
H 0.09915 -5.79835 -2.81623 0.000
H 1.83478 -5.11956 1.00376 0.000
H 0.20966 -4.40148 1.07785 0.000
H 1.48007 -3.83605 2.16805 0.000
H 3.23474 -1.91005 -0.39291 0.000
H 3.71249 -3.60472 -0.14567 0.000
H 3.35872 -2.56909 1.24732 0.000
H -2.26920 -4.30353 -2.12906 0.000
H -1.82514 -3.83505 -3.77521 0.000
H -3.51562 -3.74943 -3.26691 0.000
H -2.08505 -0.25982 -3.17578 0.000
H -3.49424 -1.12155 -3.81897 0.000
H -1.87424 -1.50587 -4.42035 0.000
C 2.68408 0.60604 4.89261 0.000
C 2.33295 1.08575 3.48816 0.000
C 1.85961 2.53865 3.48104 0.000
C 1.51971 3.03814 2.07139 0.001
Ge -0.06132 2.18577 1.25189 0.002
C -1.79694 2.84573 1.91096 0.000
C -2.03504 2.71729 3.42112 0.000
C -2.40911 1.30720 3.87924 0.000
C -1.20795 0.37623 4.01867 0.000
H 3.00754 -0.43436 4.88631 0.000
H 1.82373 0.68665 5.55863 0.000
H 3.49142 1.20750 5.31147 0.000
H 1.54586 0.44916 3.07022 0.000
H 3.21184 0.99179 2.84207 0.000
H 2.64953 3.17148 3.89175 0.000
H 0.99510 2.63688 4.14123 0.000
H 2.38334 2.86454 1.42624 0.000
H 1.31687 4.11228 2.07773 0.000
H 0.12200 0.70391 0.85343 0.003
H -2.61210 2.38361 1.35289 0.000
H -1.77651 3.90343 1.63812 0.000
H -2.84750 3.40062 3.67485 0.000
H -1.15711 3.05954 3.97567 0.000
H -3.13254 0.88084 3.17784 0.000
H -2.90636 1.37763 4.84753 0.000
H -0.70168 0.21502 3.06127 0.000
H -1.51373 -0.59899 4.39716 0.000
H -0.48498 0.79280 4.72240 0.000
```

---

4.
C30H53N3O5 | ωB97M-V with the def2-TZVPD basis set

Energy above the lowest of the compared OMol25 structures with the same formula, charge and spin: 0.0000 eV
E_LUMO: 0.35 eV
Net charge: 0
SMILES string: CC(=O)OC(=O)C[C@H]1CC(=O)N[C@H]1C[C@H](C)OCc1ccccc1.CCN(CC)CC.CCN(CC)CC
Orbital gap: 0.310 Eh

```
91
Properties=species:S:1:pos:R:3:mulliken_charge:R:1
C 1.43980 2.42852 0.25405 -0.948
C 0.11086 1.61411 0.18644 0.576
O -0.61360 1.59292 1.15432 -0.496
O -0.28474 0.91613 -0.94743 -0.361
C -1.33742 -0.00285 -0.61731 0.348
O -2.48648 0.25510 -0.75107 -0.453
C -0.82440 -1.41014 -0.10908 -0.227
C -2.00510 -2.43343 -0.22505 0.448
C -2.65909 -2.75627 -1.61703 -0.818
C -3.65784 -3.91420 -1.12795 0.237
O -4.57625 -4.31230 -1.78964 -0.561
N -3.30201 -4.35538 0.23480 -0.580
C -1.86994 -3.88387 0.38565 0.672
C -1.07441 -5.01115 -0.37263 -1.279
C 0.12337 -5.68582 0.39857 0.189
C 0.02946 -5.65615 1.96369 -1.135
O 1.43791 -5.21612 -0.01413 -0.444
C 1.49855 -3.79188 -0.01874 0.190
C 2.99187 -3.30055 -0.06381 0.227
C 3.63384 -3.27325 -1.37494 -0.467
C 5.01124 -2.79672 -1.55809 -0.590
C 5.74781 -2.32363 -0.39092 -0.411
C 5.11731 -2.37567 0.91869 -0.521
C 3.74035 -2.85252 1.10095 -0.251
H 2.12296 2.02896 -0.54307 0.274
H 1.22173 3.51157 0.05501 0.235
H 1.89023 2.34140 1.27774 0.354
H 0.06550 -1.64117 -0.74788 0.123
H -0.56371 -1.26393 0.97480 0.391
H -2.81584 -1.99002 0.42609 -0.412
H -3.17346 -1.84058 -2.00152 0.427
H -2.00176 -3.11653 -2.44665 0.318
H -3.98514 -3.86175 0.82064 0.353
H -1.79619 -3.76849 1.49450 0.638
H -0.70663 -4.61882 -1.36459 0.224
H -1.79695 -5.82910 -0.64267 0.456
H 0.12181 -6.77417 0.10449 0.419
H 0.58505 -6.49049 2.46200 0.335
H 0.33377 -4.66963 2.41606 0.218
H -1.05758 -5.80834 2.23618 0.344
H 0.99242 -3.29985 0.85115 0.144
H 1.06192 -3.45835 -1.00658 0.079
H 3.11151 -3.61370 -2.29672 0.309
H 5.45319 -2.77463 -2.58423 0.342
H 6.78479 -1.92721 -0.49462 0.360
H 5.64114 -2.04267 1.84295 0.334
H 3.23213 -2.89009 2.08810 0.357
C 6.45795 6.74805 -3.74990 -1.429
C 5.10657 6.07577 -3.95323 -0.305
N 4.95748 4.82427 -3.22613 0.108
C 3.78198 4.06203 -3.62804 -0.707
C 2.40692 4.67534 -3.35485 -0.757
C 5.19687 4.88453 -1.79082 -0.707
C 4.33946 5.84630 -0.96377 -0.786
H 7.27614 6.07632 -4.01787 0.329
H 6.52829 7.63339 -4.38556 0.431
H 6.60042 7.07847 -2.71907 0.297
H 5.00823 5.87028 -5.02383 0.435
H 4.31424 6.79406 -3.69838 0.249
H 3.82415 3.06896 -3.16868 0.339
H 3.85744 3.87420 -4.70501 0.389
H 2.13751 4.60591 -2.30073 0.000
H 1.64247 4.12682 -3.91301 0.403
H 2.34529 5.71981 -3.66390 0.285
H 6.24773 5.14501 -1.63104 0.357
H 5.10566 3.87875 -1.36866 0.332
H 4.21556 6.81844 -1.44411 0.249
H 4.81540 6.02222 0.00494 0.385
H 3.35215 5.43238 -0.75863 0.107
C -3.55024 1.52669 2.15618 -1.362
C -4.87682 0.82263 1.90648 -0.536
N -5.01462 -0.44194 2.61768 0.344
C -6.15784 -1.23068 2.17269 -0.654
C -7.55605 -0.65716 2.40986 -1.215
C -4.81949 -0.39009 4.06021 -0.729
C -5.72580 0.54051 4.86978 -1.076
H -2.71111 0.87998 1.90606 0.180
H -3.48314 2.41932 1.53101 0.441
H -3.44525 1.85073 3.19431 0.384
H -4.93750 0.62618 0.83132 0.520
H -5.69542 1.51706 2.14442 0.304
H -6.10361 -2.22749 2.62369 0.449
H -6.04485 -1.40458 1.09592 0.293
H -7.85602 -0.74462 3.45398 0.250
H -8.28812 -1.21955 1.82292 0.435
H -7.63486 0.38853 2.10923 0.278
H -3.78092 -0.10385 4.25364 0.414
H -4.89685 -1.40218 4.47041 0.389
H -5.86057 1.51369 4.39459 0.260
H -5.28353 0.71910 5.85387 0.382
H -6.70724 0.09916 5.04147 0.278
```